Density functional theory data (wB97M-V/def2-TZVPD) for a structure of composition C21H22FN5O4S at a distorted geometry.

Summary:
Charge ... 0

Cartesian coordinates (Å):
C: -4.81639 2.07774 -1.95290
H: -4.27348 2.96048 -2.28171
H: -5.14960 1.53579 -2.83515
C: -3.92761 1.19891 -1.08157
H: -4.47371 0.30176 -0.77825
C: -2.68218 0.76098 -1.85727
N: -1.90897 -0.26615 -1.15946
C: -1.61289 -0.16996 0.15951
O: -1.76971 0.86279 0.81600
C: -1.08849 -1.35817 0.82574
C: -0.18284 -1.33308 1.88386
N: 0.45624 -0.25455 2.36555
H: 0.07521 0.65199 2.15191
H: 1.01154 -0.40751 3.19748
C: 0.04510 -2.66866 2.34506
N: -0.64667 -3.60408 1.73079
S: -1.58607 -2.99810 0.56391
C: 0.94587 -2.98928 3.47108
O: 1.54612 -2.12722 4.09278
N: 1.03324 -4.30366 3.74709
H: 1.61187 -4.61697 4.50765
H: 0.49629 -4.95919 3.20604
C: -1.20220 -1.20948 -2.01938
C: 0.21060 -1.43337 -1.58216
C: 0.95346 -2.57364 -1.49031
C: 2.22315 -2.17767 -1.00297
C: 2.15527 -0.83118 -0.83695
O: 0.94414 -0.36849 -1.19182
H: 2.86713 -0.11446 -0.48360
H: 3.06116 -2.81173 -0.80140
H: 0.63488 -3.56685 -1.73161
H: -1.72246 -2.17352 -2.06607
H: -1.19273 -0.77569 -3.02488
H: -3.02455 0.30183 -2.79184
C: -1.77247 1.93942 -2.26172
O: -1.49599 2.15736 -3.42497
N: -1.34803 2.66816 -1.22117
H: -1.52021 2.29827 -0.28795
C: -0.35969 3.71666 -1.35605
C: 0.97140 3.26477 -0.81137
C: 1.10897 3.01366 0.54964
C: 2.31048 2.57068 1.07042
C: 3.37659 2.38930 0.20799
C: 3.26808 2.62363 -1.15029
C: 2.05403 3.05583 -1.65410
H: 1.94826 3.23323 -2.71346
H: 4.11960 2.46348 -1.79286
F: 4.55725 1.96038 0.70672
H: 2.43357 2.37000 2.12293
H: 0.26762 3.17146 1.20884
H: -0.71017 4.60021 -0.81063
H: -0.28285 3.95424 -2.41927
H: -3.65168 1.73952 -0.17760
H: -5.69181 2.39758 -1.39371

Atom charges from the Mulliken analysis, given in e for atoms 1 to 4:
1. C -1.392
2. H 0.309
3. H 0.359
4. C -0.434

---

Density functional theory data (wB97M-V/def2-TZVPD) for a cluster of 2 separate species, C21H21ClF3INO3S in total at a distorted geometry.

Summary:
Energy above the lowest of the compared OMol25 structures with the same formula, charge and spin ... 0.00 kJ/mol
Charge ... -1

Cartesian coordinates (Å):
C: -4.35235 2.78016 1.97505
C: -2.92885 3.05057 1.54912
O: -2.09288 1.89157 1.85479
C: -0.75438 2.08918 1.74326
C: 0.08983 0.92362 2.19633
N: 1.30284 1.21821 2.49476
C: 2.51374 0.81180 2.69237
C: 3.65043 1.71207 2.61075
C: 4.96344 1.29873 2.95520
C: 6.03181 2.19169 2.91448
C: 5.80184 3.51534 2.48968
Cl: 7.11351 4.62484 2.43539
C: 4.51307 3.92385 2.09691
C: 3.45174 3.02413 2.13526
O: -0.24690 3.12108 1.31612
H: -4.95583 3.66540 1.75767
H: -4.79563 1.94667 1.42306
H: -4.43198 2.55995 3.04470
H: -2.87533 3.25269 0.47045
H: -2.54173 3.91467 2.09855
H: -0.40347 -0.03273 2.44233
H: 2.73922 -0.23766 2.94187
H: 5.12321 0.25956 3.25435
H: 7.03897 1.89206 3.21770
H: 4.36307 4.93758 1.74027
H: 2.46276 3.30672 1.77381
C: -3.60192 -2.00986 -2.91307
C: -2.11711 -2.37271 -2.92168
C: -1.83389 -3.01426 -4.26440
C: -1.16294 -1.33068 -2.38309
C: 0.23512 -1.26590 -2.61482
I: 1.19677 -1.54288 -4.48553
C: 1.08155 -0.92194 -1.55403
C: 0.54787 -0.60041 -0.31320
C: -0.82368 -0.43796 -0.17911
C: -1.66801 -0.72758 -1.22826
O: -2.15232 -3.39267 -1.87016
S: -0.75704 -3.74854 -0.91621
C: -0.50869 -5.37439 -1.79686
F: 0.27173 -5.11322 -2.89227
F: 0.10735 -6.32233 -1.05044
F: -1.67649 -5.91052 -2.25093
H: -3.81964 -1.13057 -3.53160
H: -4.13936 -2.88667 -3.29992
H: -3.96905 -1.85885 -1.89305
H: -2.35140 -2.43855 -5.04649
H: -0.75181 -3.01200 -4.50862
H: -2.21269 -4.04817 -4.25076
H: 2.16343 -0.96769 -1.68160
H: 1.21045 -0.44429 0.54477
H: -1.30381 -0.12385 0.74614
H: -2.74457 -0.64523 -1.06906

Atom charges from the Mulliken analysis, given in e for atoms 1 to 4:
1. C -1.190
2. C -0.188
3. O -0.279
4. C 0.652

---

Density functional theory data (wB97M-V/def2-TZVPD) for a structure of composition C5H14AgBrNO2 at a distorted geometry.

Summary:
Energy above the lowest of the compared OMol25 structures with the same formula, charge and spin ... 612.34 kJ/mol
Charge ... -1

Cartesian coordinates (Å):
Ag: 1.45314 -0.58065 0.04957
C: 1.00339 -0.77213 -2.28684
O: 2.26345 -0.82288 -1.70989
H: 0.96500 -0.00701 -3.06221
H: 0.78054 -1.66625 -2.86908
H: 0.26539 -0.75326 -1.48490
Br: 2.46697 -2.45598 0.60421
C: -2.09064 -0.23773 1.69206
C: -0.87203 -0.13824 0.80154
C: -0.06370 1.11798 1.07355
O: 1.03921 1.27662 0.11389
C: 0.60994 1.85402 -1.10616
N: -0.06426 -1.27864 1.00836
H: -2.66814 -1.13656 1.47600
H: -2.81354 0.57769 1.66703
H: -1.81859 -0.34569 2.74203
H: -1.17192 -0.02154 -0.23988
H: 0.39710 1.05557 2.05938
H: -0.73116 1.97087 1.19678
H: 1.48737 1.88044 -1.75232
H: 0.18345 2.84930 -0.98115
H: -0.11180 1.23032 -1.63360
H: -0.54394 -2.09349 0.65337
H: 0.03488 -1.50265 1.98820

Atom charges from the Mulliken analysis, given in e for atoms 1 to 4:
1. Ag 0.141
2. C -0.242
3. O -0.747
4. H 0.201

---

Density functional theory data (wB97M-V/def2-TZVPD) for a structure of composition C7H8N2O4 at a distorted geometry.

Summary:
Energy above the lowest of the compared OMol25 structures with the same formula, charge and spin ... 761.30 kJ/mol
Charge ... 0

Cartesian coordinates (Å):
C: 0.62048 0.05303 -2.12859
C: -1.60397 -0.42761 -1.94283
C: -0.01443 0.68276 2.73411
C: -0.68179 0.85232 1.43498
C: 0.42867 -0.22215 -0.63042
C: 1.31763 -1.21116 0.14537
C: 0.08637 1.05538 0.13980
N: -0.37110 -0.77218 -2.76563
N: -1.17063 -1.27396 -0.93108
O: 1.32139 0.76070 -2.75449
O: -2.53019 0.22657 -2.26923
O: -0.67197 1.89691 2.32863
O: -0.48023 -2.02964 -1.94591
H: -0.57120 0.18905 3.63199
H: 1.12391 0.64650 2.92978
H: -1.66426 0.52483 1.34620
H: 0.53137 -1.96819 0.55036
H: 1.86764 -0.58206 0.83796
H: 2.04364 -1.64203 -0.57172
H: -0.53429 1.60118 -0.52957
H: 0.95296 1.63976 0.39028

Atom charges from the Mulliken analysis, given in e for atoms 1 to 4:
1. C 0.185
2. C 0.711
3. C -0.393
4. C 0.025

---

Density functional theory data (wB97M-V/def2-TZVPD) for a cluster of 7 separate species, C7H28N14O7 in total at a distorted geometry.

Summary:
SMILES ... NC(N)=O.NC(N)=O.NC(N)=O.NC(N)=O.NC(N)=O.NC(N)=O.NC(N)=O
Energy above the lowest of the compared OMol25 structures with the same formula, charge and spin ... 569.00 kJ/mol
Charge ... 0

Cartesian coordinates (Å):
N: -32.12956 -1.04787 -21.81994
C: -32.45094 -0.33689 -22.79086
N: -33.30686 0.56644 -22.57942
O: -31.75026 -0.23612 -23.79181
H: -31.24375 -1.52863 -21.75438
H: -32.68478 -1.05488 -20.97626
H: -33.36483 1.25762 -23.31359
H: -33.67251 0.71735 -21.65010
N: -36.07851 -2.79191 -28.70174
C: -34.93628 -3.13950 -28.14122
N: -34.02741 -3.24162 -29.05338
O: -34.64691 -3.05822 -26.95407
H: -36.23441 -2.73710 -29.69813
H: -36.88562 -2.66600 -28.10775
H: -34.19292 -2.91520 -29.99474
H: -33.15268 -3.37967 -28.56769
N: -35.11494 -0.76994 -25.01912
C: -36.33041 -0.39198 -24.90281
N: -36.53714 0.18148 -23.76333
O: -37.17343 -0.36944 -25.73136
H: -35.04134 -1.49469 -25.71870
H: -34.34889 -0.59221 -24.38534
H: -35.83184 0.04639 -23.05311
H: -37.42809 0.54520 -23.45672
N: -30.66434 -1.91857 -29.94677
C: -31.54688 -1.00745 -30.01247
N: -32.21776 -0.92214 -31.13200
O: -31.77587 -0.16772 -29.10515
H: -30.40511 -2.37118 -30.81167
H: -30.11380 -1.94224 -29.10034
H: -32.22107 -1.87380 -31.47027
H: -33.11863 -0.51450 -30.92620
N: -31.39146 -1.71790 -26.53787
C: -30.22002 -1.90157 -26.08502
N: -30.21533 -2.37525 -24.85006
O: -29.18865 -1.65146 -26.70943
H: -32.12952 -1.45973 -25.89855
H: -31.27125 -1.34921 -27.47046
H: -29.36004 -2.60034 -24.36230
H: -31.07554 -2.23942 -24.33851
N: -25.94660 -4.50924 -29.49389
C: -26.43479 -3.70943 -28.60805
N: -27.65329 -4.01975 -28.34002
O: -25.96900 -2.62787 -28.37795
H: -25.18807 -4.24446 -30.10596
H: -26.61189 -5.18595 -29.83964
H: -28.20129 -4.74175 -28.78556
H: -27.94853 -3.42824 -27.57644
N: -27.42715 -1.00625 -23.77164
C: -26.67892 -0.14532 -23.14517
N: -27.00504 1.06952 -23.45972
O: -25.62557 -0.34373 -22.60973
H: -28.16286 -0.77966 -24.42546
H: -26.94548 -1.88173 -23.91876
H: -27.85555 1.33836 -23.93349
H: -26.37049 1.70813 -23.00186

Atom charges from the Mulliken analysis, given in e for atoms 1 to 4:
1. N -0.316
2. C 0.675
3. N -0.477
4. O -0.726

---

DFT total energy list, top to bottom, in Ha: -1886.29994; -2548.92629; -3124.89345; -681.74131; -1576.88798